Below is a 3-piece molecular cluster, C24H54N2O5 overall, with properties calculated with ωB97M-V with the def2-TZVPD basis set.

## Properties
* E_LUMO: 0.61 eV
* HOMO-LUMO gap: 0.32548 Eh
* SMILES: COCCCOC(=O)OOC[C@H](C)CC(C)C.CCN(CC)CC.CCN(CC)CC

Element x y z (Å)
C1 -1.02158 0.15574 -1.18113
O1 -1.53384 -1.15772 -1.01468
C2 -2.68050 -1.22241 -0.19127
C3 -3.99149 -1.40725 -0.99469
C4 -3.85234 -1.20513 -2.49739
O2 -3.52611 -2.47206 -3.09253
C5 -2.28243 -2.77942 -3.45478
O3 -1.80810 -3.87884 -3.34941
O4 -1.65268 -1.70908 -4.05814
O5 -0.99944 -2.26807 -5.21794
C6 0.43175 -2.22250 -5.15051
C7 1.10987 -2.27808 -3.77660
C8 1.75260 -0.92234 -3.42056
C9 2.18984 -3.38935 -3.79569
C10 1.61350 -4.82579 -3.76375
C11 1.76431 -5.55025 -5.11485
C12 2.29935 -5.65897 -2.66426
H1 -0.60401 0.22994 -2.18385
H2 -0.25156 0.36979 -0.43777
H3 -1.81722 0.90326 -1.10539
H4 -2.75225 -0.32225 0.42118
H5 -2.55581 -2.05387 0.50408
H6 -4.74144 -0.70886 -0.62211
H7 -4.35730 -2.42120 -0.85010
H8 -3.11797 -0.44981 -2.75920
H9 -4.80719 -0.89936 -2.92151
H10 0.68771 -3.10632 -5.73548
H11 0.79037 -1.35105 -5.70445
H12 0.38687 -2.58473 -3.02536
H13 2.79623 -1.06683 -3.14004
H14 1.75473 -0.24379 -4.27329
H15 1.27416 -0.41145 -2.58823
H16 2.81462 -3.27528 -4.68487
H17 2.81022 -3.24037 -2.91271
H18 0.55905 -4.76510 -3.49884
H19 1.79302 -4.85764 -5.95432
H20 0.94134 -6.24573 -5.27900
H21 2.69147 -6.12583 -5.12170
H22 3.36958 -5.44381 -2.63837
H23 2.18451 -6.72560 -2.86143
H24 1.88861 -5.44359 -1.67814
C13 -2.59938 1.55460 6.74122
C14 -1.63320 1.00652 5.70184
N1 -2.27495 0.13436 4.73633
C15 -1.34010 -0.63998 3.93864
C16 -0.41613 0.11949 2.98090
C17 -3.40086 0.71451 4.02707
C18 -3.16910 2.02560 3.26077
H25 -3.15322 0.74426 7.21633
H26 -2.04609 2.09071 7.51284
H27 -3.31611 2.25403 6.30939
H28 -0.87056 0.41312 6.21272
H29 -1.10245 1.85070 5.23095
H30 -1.91026 -1.38043 3.37109
H31 -0.72101 -1.21398 4.63469
H32 -0.95510 0.50063 2.11499
H33 0.36321 -0.54848 2.60819
H34 0.07872 0.95724 3.47295
H35 -4.20339 0.88422 4.74893
H36 -3.78663 -0.04642 3.34359
H37 -2.63508 2.75941 3.86585
H38 -4.13067 2.46618 2.98872
H39 -2.60555 1.87821 2.34023
C19 2.36423 2.33535 -0.84846
C20 1.76848 2.96437 0.40314
N2 2.74935 3.15205 1.45509
C21 2.17534 3.47537 2.74875
C22 1.44014 4.81318 2.90362
C23 3.93271 3.90031 1.07688
C24 3.73519 5.31691 0.52188
H40 2.89794 1.41574 -0.60355
H41 1.56542 2.08671 -1.54962
H42 3.05326 3.00653 -1.36226
H43 0.99501 2.29826 0.79880
H44 1.25619 3.89832 0.11873
H45 2.96990 3.42111 3.49814
H46 1.47897 2.66901 2.99881
H47 2.12703 5.65866 2.92362
H48 0.89047 4.82041 3.84701
H49 0.71788 4.97711 2.10327
H50 4.47788 3.31369 0.33258
H51 4.58887 3.94034 1.94943
H52 2.95932 5.34745 -0.24444
H53 4.66227 5.66217 0.06064
H54 3.47160 6.03342 1.29873

These are the Mulliken partial charges, in e, on atoms 1 to 4: -1.070, -0.284, -0.070, -0.729

---

Below is C24H54N6O6 as an isolated structure, with properties calculated with ωB97M-V with the def2-TZVPD basis set.

## Properties
* ΔE to the lowest compared entry with this formula, charge and spin: 0.00 kJ/mol
* E_LUMO: 0.11 eV
* HOMO-LUMO gap: 0.31951 Eh

Element x y z (Å)
C1 -0.46947 -3.47464 -3.11015
C2 0.21757 -2.04426 -3.54060
N1 0.59712 -1.01267 -3.86135
H1 -1.62687 -3.32454 -3.42121
H2 0.01493 -4.31139 -3.86475
H3 -0.63618 -3.35377 -2.17270
C3 -4.00807 0.95430 -2.38812
C4 -3.63100 1.28554 -3.83836
N2 -3.42146 1.57003 -4.90129
H4 -5.02867 0.79210 -1.91056
H5 -3.35552 0.05579 -1.85083
H6 -3.64363 1.68137 -1.78184
C5 -0.54951 4.91074 -0.41608
C6 -0.98231 4.92380 1.04136
N3 -1.42462 4.99482 2.05013
H7 -1.29594 4.47108 -1.08676
H8 -0.41072 5.93526 -0.82954
H9 0.38667 4.60548 -0.24765
C7 6.81014 0.30292 -1.29232
C8 5.30601 -0.02430 -1.32655
N4 4.21487 -0.38994 -1.37502
H10 7.04439 0.53506 -0.18795
H11 7.36982 -0.52596 -1.60818
H12 7.19433 1.21232 -1.88879
C9 3.86274 2.46177 0.89951
C10 4.93104 2.88604 1.86628
N5 5.73187 3.23862 2.67434
H13 3.56862 1.37734 0.97126
H14 2.97920 3.05554 1.16911
H15 4.20586 2.45058 -0.20096
C11 3.69491 -3.80490 -1.82787
C12 2.72692 -3.44144 -0.73918
N6 1.96858 -3.09185 0.14052
H16 4.67422 -4.07152 -1.33697
H17 3.30395 -4.55776 -2.36174
H18 4.02115 -3.09851 -2.56343
C13 2.77649 3.94779 -2.23439
C14 1.83032 4.35227 -3.48955
O1 0.51289 4.00014 -3.11117
H19 3.86144 3.85883 -2.64029
H20 2.48121 2.95826 -1.94767
H21 2.60434 4.55948 -1.44359
H22 2.25054 3.90303 -4.45147
H23 1.91800 5.65802 -3.66774
H24 -0.15939 4.52663 -3.47341
C15 -2.68689 -2.57399 -0.42442
C16 -4.08884 -3.12599 -0.30104
O2 -5.03398 -2.09357 -0.58473
H25 -2.36392 -2.42708 -1.48571
H26 -2.04348 -3.42495 -0.09460
H27 -2.46133 -1.63778 0.16843
H28 -4.33750 -3.43277 0.61714
H29 -4.24549 -4.13617 -0.85266
H30 -5.80214 -2.51753 -0.53500
C17 -0.24215 -0.86686 5.28046
C18 -0.30890 -0.49865 3.82815
O3 0.82744 -0.16803 3.21297
H31 0.11584 0.07405 5.70077
H32 0.59081 -1.66042 5.25690
H33 -1.11753 -1.04991 5.75012
H34 -0.90719 0.34501 3.54287
H35 -0.77050 -1.32004 3.22906
H36 0.74164 -0.17484 2.24685
C19 -4.62131 2.30634 1.64488
C20 -3.23457 1.68847 1.93530
O4 -2.76464 2.34125 3.11812
H37 -4.92101 1.87655 0.37723
H38 -4.56561 3.42805 1.60486
H39 -5.31788 1.94605 2.43654
H40 -2.66421 2.16063 1.05669
H41 -3.30236 0.63345 1.99266
H42 -2.26105 3.11418 2.95030
C21 -1.89320 -5.00670 2.18868
C22 -0.56433 -4.43081 2.80838
O5 0.22811 -5.50690 3.15495
H43 -1.62247 -5.52759 1.32335
H44 -2.42033 -4.10424 1.91508
H45 -2.47978 -5.78099 2.89682
H46 -0.98952 -3.77361 3.44653
H47 -0.15005 -3.87701 2.01509
H48 1.01856 -5.40634 3.74415
C23 0.03687 1.26829 -0.66649
C24 0.80081 0.07259 -0.36643
O6 0.33108 -0.75051 0.60724
H49 0.12534 1.98007 0.27578
H50 -0.88404 1.08462 -0.78363
H51 0.48821 1.78006 -1.59381
H52 1.82908 0.38237 -0.22325
H53 0.89407 -0.45972 -1.18561
H54 0.62158 -1.68651 0.34851

These are the Mulliken partial charges, in e, on atoms 1 to 4: -0.083, 0.342, -0.449, 0.307

---

Below is C24H55Br6Cl4O12P3 as an isolated structure, with properties calculated with ωB97M-V with the def2-TZVPD basis set.

## Properties
* E_LUMO: -0.48 eV
* HOMO-LUMO gap: 0.35441 Eh

Element x y z (Å)
C1 -0.72157 -1.77514 0.58267
C2 -1.63252 -2.37524 1.65588
O1 -2.62407 -3.03097 0.93434
P1 -3.90086 -3.66727 1.74212
O2 -3.54418 -4.19703 3.10324
O3 -4.44863 -4.78081 0.68168
C3 -5.36062 -5.80749 1.05754
C4 -6.40695 -6.03575 -0.14937
O4 -5.10246 -2.54855 1.71698
C5 -5.35146 -1.92099 0.48708
C6 -6.04594 -0.57273 0.79406
H1 -1.33133 -1.06527 0.02375
H2 0.16438 -1.31649 1.02180
H3 -0.27654 -2.53685 -0.05752
H4 -1.06193 -3.09027 2.24856
H5 -2.05412 -1.69577 2.39660
H6 -4.91851 -6.79054 1.21957
H7 -5.95365 -5.47260 1.90857
H8 -6.74407 -5.05226 -0.47676
H9 -5.82637 -6.44751 -0.97488
H10 -7.28650 -6.61885 0.12357
H11 -4.42365 -1.65418 -0.01896
H12 -5.89465 -2.53965 -0.22727
H13 -5.63836 -0.01522 1.63737
H14 -6.03226 0.04358 -0.10487
H15 -7.07237 -0.85123 1.03277
C7 0.51310 3.85939 2.81332
C8 0.63387 2.68944 3.82413
O5 1.81389 2.64434 4.54021
P2 3.06520 1.87246 3.82009
O6 3.42399 2.37330 2.43410
O7 4.28186 1.91617 4.90675
C9 4.80377 3.24777 5.12119
C10 5.98429 3.57417 4.17529
O8 2.56307 0.35012 3.81610
C11 3.41207 -0.70763 3.51566
C12 2.62881 -2.02469 3.25820
H16 -0.50744 4.08543 2.50427
H17 0.91872 4.75536 3.28323
H18 1.10640 3.61635 1.93183
H19 -0.17097 2.81635 4.54817
H20 0.43213 1.71380 3.38195
H21 3.96687 3.94163 5.04212
H22 5.10999 3.22489 6.16705
H23 5.71495 3.29490 3.15668
H24 6.25557 4.62726 4.24950
H25 6.86558 3.00511 4.47126
H26 3.97441 -0.48649 2.60848
H27 4.14066 -0.84058 4.31541
H28 1.84523 -1.69448 2.57624
H29 3.35454 -2.72669 2.84759
H30 2.21255 -2.52672 4.13158
C13 0.68783 -0.60493 -3.08958
C14 0.39078 -1.96879 -3.45460
O9 -0.98239 -2.16946 -3.00781
P3 -2.07996 -2.66811 -4.14129
O10 -1.61434 -3.76085 -5.08453
O11 -3.44944 -2.94457 -3.32206
C15 -3.56149 -4.08554 -2.39053
C16 -3.64684 -5.45883 -3.14054
O12 -2.38123 -1.18868 -4.74386
C17 -3.20262 -0.28159 -4.07157
C18 -2.50777 1.01947 -3.80071
H31 0.32074 -0.37628 -2.08905
H32 1.76582 -0.44505 -3.06803
H33 0.21426 0.02989 -3.83848
H34 0.48302 -2.19980 -4.51584
H35 1.09315 -2.63238 -2.95020
H36 -2.67011 -4.06708 -1.76347
H37 -4.32271 -4.03870 -1.61178
H38 -3.00469 -5.67027 -3.99554
H39 -3.37762 -6.21129 -2.39930
H40 -4.67397 -5.60210 -3.47607
H41 -4.07686 -0.25700 -4.72211
H42 -3.63500 -0.63981 -3.13732
H43 -2.06105 1.39499 -4.72132
H44 -3.21243 1.72848 -3.36614
H45 -1.64849 0.94410 -3.13433
Cl1 2.44534 5.55236 -5.48917
C19 0.66078 5.48521 -5.53499
C20 0.07017 4.98243 -4.23406
Cl2 0.34203 6.04933 -2.85680
H46 0.44500 4.88481 -6.41877
H47 0.20218 6.47325 -5.57455
H48 0.52509 4.00557 -4.07004
H49 -0.97957 4.69149 -4.27284
Cl3 6.51889 0.26948 2.24757
C21 6.18514 0.55745 0.53439
C22 6.17789 2.03587 0.25781
Cl4 5.67839 2.32823 -1.40534
H50 5.23677 0.08628 0.27613
H51 6.93365 0.07872 -0.09701
H52 7.14894 2.48393 0.46850
H53 5.43242 2.58814 0.82997
C23 1.77058 1.58224 -0.36281
Br1 -0.08020 1.75768 0.24044
Br2 1.99437 2.12702 -2.28035
Br3 2.41877 -0.25779 -0.06575
H54 2.42129 2.28207 0.16152
C24 4.16624 5.36020 1.49625
Br4 3.05555 4.90014 -0.11908
Br5 3.35740 6.99659 2.22219
Br6 6.10325 5.50419 1.04954
H55 4.06930 4.56374 2.23405

These are the Mulliken partial charges, in e, on atoms 1 to 4: 0.390, -0.669, 0.209, 0.467

---

| no. | highest occupied orbital energy (eV) | largest force on an atom (Eh/bohr) |
| --- | --- | --- |
| 1 | -8.24 | 0.0219 |
| 2 | -8.59 | 0.2035 |
| 3 | -10.13 | 0.0754 |